Model 1:
Molecular formula: C8H10S
Method: DFT, ωB97M-V with the def2-TZVPD basis set

Results
Spin multiplicity ... 1
SMILES ... SC[C@H]1CC=C2C=C2C1
Lowest unoccupied orbital energy ... 0.58 eV
Kohn-Sham gap ... 0.306 hartree
Total charge ... 0

Atoms and positions in Å:
S  2.22033  -0.03720  0.40212
C  1.13510  -1.39876  0.05988
C  -0.31525  -0.95339  -0.41959
C  -1.21803  -0.63581  0.77815
C  -0.99411  0.64409  1.54320
C  -0.57277  1.62088  0.74280
C  -0.06268  2.61635  -0.19195
C  -0.05633  1.37160  -0.63446
C  -0.26513  0.14975  -1.44568
H  3.14206  0.02158  -0.86212
H  0.91536  -1.69464  1.05414
H  1.46972  -2.27285  -0.44962
H  -0.72126  -1.79455  -0.84630
H  -0.94810  -1.51880  1.50852
H  -2.24813  -0.76898  0.42290
H  -1.33997  0.65535  2.61084
H  0.43993  3.60612  -0.24588
H  -1.19284  0.27426  -1.94494
H  0.61212  0.11500  -2.08200

Okay, here come the natural (NBO) numbers, in e, for every atom: -0.01, -0.55, -0.21, -0.40, -0.37, -0.02, -0.20, 0.12, -0.47, 0.13, 0.23, 0.23, 0.21, 0.19, 0.20, 0.21, 0.23, 0.25, 0.23

=====

Model 2:
Molecular formula: C8H10S
Method: DFT, ωB97M-V with the def2-TZVPD basis set

Results
Spin multiplicity ... 1
Lowest unoccupied orbital energy ... -0.22 eV
Kohn-Sham gap ... 0.281 hartree
Total charge ... 0

Atoms and positions in Å:
C  -1.83962  -1.21022  0.32048
C  -0.65471  -1.37461  -0.40031
C  -2.29303  -0.03719  0.74585
C  0.37980  -0.52627  -0.20334
C  -0.83066  1.48814  -0.85704
C  -1.54800  1.10189  0.41296
C  0.02940  0.80952  0.20793
C  3.16552  -1.19505  0.01945
S  3.87887  0.24297  0.18447
H  -2.35184  -2.09831  0.36926
H  -0.35435  -2.26330  -0.77349
H  -3.02564  0.19978  1.50035
H  -0.86994  0.85285  -1.68743
H  -0.60929  2.54806  -1.05641
H  -1.77936  1.90375  1.09863
H  0.68959  1.55530  0.62796
H  1.44203  -0.90918  -0.55903
H  3.10967  -1.71092  1.02392
H  3.46158  0.62280  -0.97420

Okay, here come the natural (NBO) numbers, in e, for every atom: -0.22, -0.28, -0.20, -0.17, -0.39, -0.23, -0.26, -0.51, 0.26, 0.21, 0.20, 0.21, 0.22, 0.22, 0.22, 0.22, 0.25, 0.16, 0.10

=====

Taking the most stable structure as the zero point, the relative energies in kJ/mol are model 1 0.0; model 2 114.7.